#w
# C7H12

One molecule with the formula C7H12 (wB97M-V/def2-TZVPD, the Open Molecules 2025 dataset).

The orbital gap comes out at 9.3 eV. As for the SMILES: CC1CC2(CC2)C1. The molar mass is 96.2 g mol⁻¹.

Geometry as ORCA input:
```
! RIJCOSX wB97M-V def2-TZVPD def2/J DEFGRID3
* xyz 0 1
H -1.161 -0.136 -2.596
H -0.116 -2.678 -1.104
C 0.875 1.439 1.991
H 0.471 0.646 2.643
H 1.955 1.492 2.212
H 1.130 -0.944 0.987
H 1.949 -0.428 -0.505
H 0.440 2.398 2.280
H 0.553 -0.773 -2.634
C -0.376 -0.677 -2.075
C -1.070 0.449 0.209
H -1.830 -2.034 -1.056
H -0.082 1.692 -0.058
H -1.440 0.162 1.181
H -1.886 0.956 -0.367
C 1.042 -0.292 0.097
C 0.591 1.092 0.551
C -0.771 -1.817 -1.169
C -0.276 -0.547 -0.587
*
```


#x
# C7H12

One molecule with the formula C7H12 (wB97M-V/def2-TZVPD, the Open Molecules 2025 dataset).

The orbital gap comes out at 10.8 eV. As for the SMILES: CC1CC2(CC2)C1. The molar mass is 96.2 g mol⁻¹.

Geometry as ORCA input:
```
! RIJCOSX wB97M-V def2-TZVPD def2/J DEFGRID3
* xyz 0 1
C 2.213 -0.649 -0.157
C 2.204 0.842 0.136
H -2.350 1.325 0.209
H 2.447 1.556 -0.702
C -0.247 -0.030 -1.057
C -1.243 -0.499 0.023
H 0.065 -0.955 1.873
H -0.458 0.994 -1.370
C 0.898 0.049 0.029
H -3.078 -0.090 1.014
C -2.560 0.256 0.111
H 2.380 -1.043 -1.164
H -1.495 -1.578 -0.137
H -0.319 0.799 1.758
H 2.627 -1.289 0.616
H -3.205 0.132 -0.775
C -0.126 -0.135 1.164
H -0.214 -0.691 -1.964
H 2.454 1.002 1.247
*
```


How far above the most stable structure does each one sit? In kJ/mol: #w 166.9; #x 0.0.


#w
# C9H23INO3

A 3-piece molecular cluster, C9H23INO3 overall (wB97M-V/def2-TZVPD, the Open Molecules 2025 dataset).

The orbital gap comes out at 7.4 eV. The molar mass is 320.2 g mol⁻¹.

Geometry as ORCA input:
```
! RIJCOSX wB97M-V def2-TZVPD def2/J DEFGRID3
* xyz -1 1
C -1.218 0.719 -1.254
O -2.296 1.459 -1.836
H -0.390 0.663 -1.966
H -3.560 -4.941 -1.758
H -3.237 3.247 -1.816
H 4.699 2.782 3.084
C 3.535 2.378 1.293
C -2.921 -4.739 -0.896
O -1.964 -3.795 -1.286
H -0.837 1.230 -0.365
C -0.902 -3.618 -0.351
H -2.828 2.615 -0.204
C -1.666 -0.673 -0.873
H 4.482 2.213 0.758
H -3.559 -4.366 -0.082
H 0.002 -3.402 -0.925
C -1.166 -2.508 0.666
O 2.968 1.148 1.683
H 2.385 2.507 -0.505
C -2.477 2.719 -1.238
H 2.958 3.128 3.224
H 3.032 4.077 0.036
I 2.562 -0.824 -1.243
C 2.599 3.129 0.366
H -0.536 -2.711 1.540
H 4.009 4.218 2.307
H 1.661 3.319 0.894
H 0.122 -1.128 0.000
N -0.867 -1.153 0.256
H -2.212 -2.559 0.993
H -0.742 -4.561 0.194
H -1.558 3.315 -1.264
H 2.876 0.602 0.879
C 3.825 3.171 2.563
H -2.449 -5.679 -0.585
H -1.617 -1.336 -1.744
H -2.712 -0.647 -0.546
*
```


#x
# C9H23INO3

A 3-piece molecular cluster, C9H23INO3 overall (wB97M-V/def2-TZVPD, the Open Molecules 2025 dataset).

The orbital gap comes out at 7.0 eV. The molar mass is 320.2 g mol⁻¹.

Geometry as ORCA input:
```
! RIJCOSX wB97M-V def2-TZVPD def2/J DEFGRID3
* xyz -1 1
H -0.249 -3.999 0.042
C 2.196 2.237 3.776
C 1.135 -2.841 1.279
C -2.052 1.709 -4.231
C 2.573 -1.205 2.146
H -3.094 1.761 -4.545
H -1.938 -1.902 -1.077
H 3.200 -1.516 1.310
H -1.649 0.840 -4.751
H 2.895 -1.772 3.019
I -0.881 1.362 1.498
O 1.908 0.816 3.521
H -1.480 2.605 -4.475
H 1.991 -3.012 0.626
H 1.809 2.515 4.756
C -0.088 -2.987 0.414
H -0.939 -2.696 1.029
O 0.170 -2.096 -0.678
O -0.822 2.108 -2.155
H -4.121 1.477 -2.156
H -2.104 0.484 -2.362
H 3.809 0.516 2.475
C -0.945 -1.959 -1.523
C 2.735 0.336 2.436
H -0.799 -1.136 -2.223
H 3.264 2.450 3.794
H -3.176 2.269 -0.915
H -3.541 3.054 -2.525
H -0.858 2.061 -1.197
N 1.165 -1.506 1.808
H 1.717 2.875 3.033
H -0.937 -2.857 -2.141
C -3.273 2.141 -1.993
H 0.706 -0.968 1.087
C -2.020 1.524 -2.679
H 2.535 0.954 1.560
H 1.156 -3.643 2.017
*
```


How far above the most stable structure does each one sit? In kJ/mol: #w 0.0; #x 115.0.


#w
# C3H9NS

A 2-piece molecular cluster, C3H9NS overall (wB97M-V/def2-TZVPD, the Open Molecules 2025 dataset).

The orbital gap comes out at 8.8 eV. As for the SMILES: C=NC.CS. The molar mass is 91.2 g mol⁻¹.

Geometry as ORCA input:
```
! RIJCOSX wB97M-V def2-TZVPD def2/J DEFGRID3
* xyz 0 1
H 0.407 2.043 -2.415
N -0.317 -0.594 0.432
H 0.042 -1.074 2.465
H 1.067 -0.307 -0.482
H -1.887 0.593 -0.190
C -1.533 -0.321 0.276
H -2.315 -1.050 0.527
H 0.915 -2.063 1.262
H 0.147 1.846 -0.676
H 1.563 2.678 -1.255
C 0.895 1.843 -1.464
S 1.830 0.300 -1.492
H -0.791 -2.339 1.516
C -0.022 -1.556 1.496
*
```


#x
# C3H9NS

One molecule with the formula C3H9NS (wB97M-V/def2-TZVPD, the Open Molecules 2025 dataset).

The orbital gap comes out at 9.1 eV. As for the SMILES: CNCSC. The molar mass is 91.2 g mol⁻¹.

Geometry as ORCA input:
```
! RIJCOSX wB97M-V def2-TZVPD def2/J DEFGRID3
* xyz 0 1
S 0.045 -0.735 1.076
H 0.161 1.522 1.902
H -0.161 0.244 3.220
C 0.321 -0.033 -2.652
H 1.149 1.190 -1.027
H -1.300 -0.386 -0.908
H -1.414 0.969 2.279
H -0.662 0.375 -2.934
C -0.366 0.663 2.300
H -1.027 1.031 -0.014
C -0.519 0.222 -0.477
N 0.672 0.308 -1.251
H 0.261 -1.130 -2.721
H 0.960 0.676 -3.281
*
```


#y
# C3H9NS

A 2-piece molecular cluster, C3H9NS overall (wB97M-V/def2-TZVPD, the Open Molecules 2025 dataset).

The orbital gap comes out at 9.9 eV. As for the SMILES: C=N.CCS. The molar mass is 91.2 g mol⁻¹.

Geometry as ORCA input:
```
! RIJCOSX wB97M-V def2-TZVPD def2/J DEFGRID3
* xyz 0 1
N 2.428 0.138 -0.505
H -1.924 -1.592 -1.221
H -0.043 1.333 0.126
S -1.175 1.462 0.828
H -0.389 -0.735 -1.122
C -1.466 -0.627 -0.994
C 2.702 0.526 0.665
H 2.750 -0.120 1.543
C -1.836 -0.200 0.411
H -1.433 -0.882 1.157
H -2.913 -0.121 0.545
H 2.093 -0.827 -0.499
H 3.029 1.557 0.797
H -1.825 0.089 -1.732
*
```


How far above the most stable structure does each one sit? In kJ/mol: #w 67.2; #x 72.5; #y 0.0.


#w
# C3H9NS

One molecule with the formula C3H9NS (wB97M-V/def2-TZVPD, the Open Molecules 2025 dataset).

The orbital gap comes out at 10.0 eV. As for the SMILES: NCCCS. The molar mass is 91.2 g mol⁻¹.

Geometry as ORCA input:
```
! RIJCOSX wB97M-V def2-TZVPD def2/J DEFGRID3
* xyz 0 1
H 1.068 0.808 -0.925
C 0.745 0.257 1.029
H -1.381 0.709 -0.565
H -0.168 0.785 1.349
S 1.806 1.777 1.078
C -0.777 -0.142 -1.009
C 0.635 -0.087 -0.478
H -2.165 -1.784 -1.220
H -1.766 -1.490 0.302
H -0.828 0.015 -2.084
H 1.162 -0.538 1.610
H 1.798 1.971 2.408
H 1.301 -0.876 -0.848
N -1.429 -1.403 -0.645
*
```


#x
# C3H9NS

A 3-piece molecular cluster, C3H9NS overall (wB97M-V/def2-TZVPD, the Open Molecules 2025 dataset).

The orbital gap comes out at 7.3 eV. The molar mass is 91.2 g mol⁻¹.

Geometry as ORCA input:
```
! RIJCOSX wB97M-V def2-TZVPD def2/J DEFGRID3
* xyz 0 1
H -2.954 -0.691 -1.407
H -0.440 0.945 -0.967
H -2.810 -1.250 0.988
C -2.139 -0.293 -0.797
H -1.351 0.696 -2.411
H 3.118 -0.375 0.033
N -1.276 0.573 -1.420
H 3.564 1.094 0.987
C -2.059 -0.639 0.503
S 1.214 1.009 0.588
H -1.169 -0.294 1.010
C 2.846 0.283 0.861
H 2.878 -0.300 1.780
H 0.577 -0.758 0.254
*
```


How far above the most stable structure does each one sit? In kJ/mol: #w 0.0; #x 207.9.